A molecular structure, C62H69AsFN7O4P2Se2Ti, computed with ωB97M-V/def2-TZVPD.

The geometry in XYZ format:
```
149
Properties=species:S:1:pos:R:3:forces:R:3:lowdin_charge:R:1
Ti 0.24924 0.71070 0.47970 -1.27 -1.69 -0.28 0.5827
C 0.61942 7.38582 4.38322 0.00 0.00 0.01 -0.0504
C -0.51605 6.76339 3.58946 -0.03 -0.02 -0.03 -0.1648
N -0.05960 5.63908 2.75084 0.03 0.05 0.05 -0.0011
C -0.28501 4.39156 3.17064 -0.01 -0.04 -0.02 0.0748
C 0.11925 3.26802 2.49837 0.03 0.04 0.04 -0.0334
C -0.22058 1.93536 3.08941 0.07 -0.01 -0.02 -0.5469
O -0.71744 1.85386 4.18707 0.00 -0.02 0.00 0.1232
O 0.12217 0.91588 2.34372 0.07 0.35 0.49 -0.2533
C 0.85866 3.40293 1.31339 0.08 0.01 -0.04 -0.2839
O 1.24509 2.41126 0.60644 0.18 0.58 -0.22 -0.1486
C 1.16811 4.74818 0.88455 -0.02 -0.03 0.05 -0.0347
C 1.92049 4.95214 -0.27772 0.03 -0.01 -0.03 0.0892
C 2.11749 6.21701 -0.73523 0.07 0.03 -0.05 -0.1863
F 2.88316 6.41442 -1.82958 -0.07 -0.03 0.08 0.0784
C 1.55307 7.33931 -0.10168 0.09 -0.03 -0.07 -0.1391
C 0.84942 7.14399 1.06691 -0.04 -0.04 0.02 0.0696
C 0.66421 5.85354 1.58739 -0.02 0.00 -0.02 -0.0987
N 1.67616 8.64581 -0.63256 -0.11 0.08 0.05 -0.0895
C 2.46444 9.61580 0.10208 0.08 -0.03 -0.03 -0.1318
C 1.95331 11.01599 -0.18209 -0.02 0.01 -0.04 -0.0788
N 2.00144 11.25036 -1.67073 0.02 0.00 -0.01 0.0643
C 1.20807 10.20630 -2.41789 0.00 0.02 0.02 -0.0737
C 1.76191 8.83756 -2.06801 0.00 -0.01 0.00 -0.1431
H 0.23838 8.20893 4.98637 0.00 0.00 0.00 0.0891
H 1.40654 7.77056 3.73453 0.00 0.00 0.00 0.0659
H 1.06311 6.65134 5.05509 0.00 0.00 0.00 0.0863
H -1.02287 7.48649 2.95169 0.01 0.01 0.00 0.1206
H -1.27291 6.35909 4.25757 0.00 0.01 0.00 0.1292
H -0.83968 4.27034 4.09311 0.00 0.00 0.00 0.1611
H 2.33180 4.10013 -0.79905 -0.01 -0.02 -0.03 0.1422
H 0.40198 8.00240 1.54593 0.01 0.01 -0.01 0.1196
H 3.53170 9.55527 -0.16932 0.01 0.00 0.03 0.1445
H 2.39657 9.42973 1.17197 -0.03 0.00 0.00 0.1357
H 2.55399 11.78474 0.29962 0.02 -0.01 -0.01 0.1425
H 0.90998 11.12040 0.11023 0.01 0.02 0.02 0.1427
H 2.97629 11.20899 -1.98237 -0.03 0.02 0.00 0.1853
H 1.66299 12.18753 -1.89664 -0.02 -0.03 0.02 0.1885
H 1.28955 10.42412 -3.48090 0.02 -0.01 0.00 0.1434
H 0.17429 10.31203 -2.09395 0.00 0.01 -0.02 0.1438
H 2.79159 8.75312 -2.44396 0.00 -0.01 -0.01 0.1363
H 1.16756 8.08477 -2.58318 -0.01 0.00 0.01 0.1347
Se -1.67392 -0.94029 1.03927 0.46 0.40 -0.23 0.7363
Se -1.78966 2.05947 -0.25533 0.22 -0.02 -0.10 0.7545
C -1.11604 3.42640 -1.42117 -0.02 0.07 -0.02 -0.6697
C -1.88278 4.58281 -1.61628 0.00 -0.02 0.06 -0.1075
C -1.46772 5.51808 -2.54253 -0.02 0.01 -0.03 -0.0730
C -0.29884 5.28606 -3.26071 0.01 0.02 0.01 -0.0846
C 0.39682 4.12117 -2.99739 0.02 -0.02 0.03 -0.1584
N 0.01463 3.21459 -2.09514 -0.02 -0.02 -0.03 0.0318
C -1.34371 -1.32459 2.88914 -0.04 0.06 0.00 -0.6576
C -2.41861 -1.26318 3.77146 0.01 -0.06 0.02 -0.0982
C -2.21624 -1.62489 5.09102 0.04 0.00 0.01 -0.0547
C -0.94961 -2.02926 5.48725 0.00 0.02 -0.03 -0.0532
C 0.05634 -2.04728 4.53464 -0.11 -0.01 0.03 -0.1499
N -0.12279 -1.69973 3.26102 0.04 -0.10 0.02 0.0340
H -2.80546 4.71173 -1.06626 0.01 0.01 0.01 0.0995
H -2.06774 6.40093 -2.72890 0.01 0.00 0.01 0.1071
H 0.04694 5.96728 -4.02739 -0.02 -0.01 -0.01 0.0993
H 1.30583 3.88839 -3.54488 0.01 0.01 0.01 0.1163
H -3.38732 -0.93828 3.41857 0.00 0.00 0.00 0.1016
H -3.03370 -1.58985 5.79935 0.00 0.00 0.00 0.1127
H -0.74328 -2.32724 6.50552 0.00 -0.01 0.01 0.1048
H 1.05793 -2.37049 4.80089 0.04 -0.02 0.01 0.0970
C 1.23064 0.29538 -3.05577 -0.03 0.05 0.08 -0.2508
P 0.17134 -0.70385 -1.94227 0.07 0.21 0.07 1.0250
C 1.23793 -2.25709 -1.90227 0.01 0.01 -0.09 -0.3559
N 2.43928 -2.01913 -2.36752 -0.07 0.01 -0.02 0.1153
C 3.34524 -3.02624 -2.43187 -0.01 0.00 0.03 -0.2131
C 4.64387 -2.78142 -2.93580 0.00 -0.02 0.01 -0.0101
C 5.54001 -3.80771 -3.00846 0.00 0.00 0.00 -0.0589
C 5.18101 -5.11299 -2.59111 0.00 0.00 -0.01 -0.0580
C 3.93493 -5.36864 -2.09795 0.02 0.00 0.01 -0.0062
C 2.99475 -4.31587 -2.00274 0.07 0.00 -0.01 -0.2232
N 1.77416 -4.54247 -1.46162 -0.02 0.00 -0.02 0.1368
C 0.90048 -3.56902 -1.39295 -0.06 0.04 0.03 -0.3785
P -0.70771 -3.94405 -0.53413 -0.08 -0.03 -0.15 1.0248
C 0.02212 -4.26260 1.11885 -0.09 0.02 -0.01 -0.2646
C -1.15664 -5.68311 -1.08578 -0.05 0.00 -0.01 -0.7310
C -1.23566 -5.72611 -2.61234 0.04 0.03 0.02 -0.1062
C -2.57365 -5.88121 -0.52096 0.03 -0.02 0.00 -0.1171
C -0.26746 -6.81424 -0.57140 0.03 -0.02 -0.01 -0.1014
C -1.32819 -0.97070 -3.06007 -0.03 0.02 0.01 -0.6825
C -1.59218 0.33088 -3.83523 0.06 0.00 -0.02 -0.1009
C -2.60938 -1.26571 -2.27675 0.05 -0.03 0.03 -0.1350
C -1.01805 -2.09100 -4.05185 -0.03 -0.06 0.01 -0.0780
H 1.43098 -0.23239 -3.98737 0.00 0.00 0.00 0.0564
H 2.18126 0.50798 -2.57722 -0.05 0.00 -0.01 0.0128
H 0.71802 1.23362 -3.24125 0.03 0.02 0.04 0.0032
H 4.89200 -1.77937 -3.25850 -0.01 0.00 -0.02 0.1026
H 6.53558 -3.63269 -3.39430 0.00 0.00 -0.01 0.1088
H 5.90621 -5.91163 -2.67087 0.00 0.00 0.01 0.1106
H 3.63682 -6.35758 -1.77480 0.00 0.00 0.00 0.1181
H -0.74299 -4.69184 1.76893 -0.02 0.03 0.01 0.0535
H 0.34553 -3.32021 1.56104 -0.01 0.00 0.00 0.0004
H 0.86572 -4.94929 1.05512 -0.10 0.00 -0.02 0.0180
H -1.92826 -4.97349 -2.99440 -0.01 0.03 -0.01 0.0672
H -1.60920 -6.70244 -2.93047 0.00 0.00 0.00 0.0883
H -0.25918 -5.57678 -3.07773 0.00 0.00 0.01 0.0731
H -3.26343 -5.11574 -0.88081 0.00 0.00 -0.01 0.0733
H -2.57966 -5.85746 0.57128 0.00 0.01 0.00 0.0740
H -2.95554 -6.85734 -0.82987 0.00 -0.01 0.01 0.0890
H 0.77072 -6.68590 -0.87026 -0.03 -0.01 -0.02 0.0552
H -0.63114 -7.76149 -0.97881 -0.01 -0.01 0.01 0.0869
H -0.31041 -6.89241 0.51566 0.01 0.00 0.01 0.0730
H -1.67278 1.19082 -3.16803 0.00 0.01 -0.01 0.0490
H -2.54943 0.21885 -4.34809 -0.01 -0.01 0.00 0.0954
H -0.83690 0.53425 -4.59227 0.01 0.00 -0.01 0.0780
H -2.90161 -0.40137 -1.67845 0.00 -0.01 0.01 0.0333
H -2.51655 -2.12712 -1.62299 0.03 -0.09 0.05 0.0061
H -3.41145 -1.45970 -2.99432 0.01 -0.01 0.01 0.0935
H -0.07036 -1.93554 -4.57192 0.01 0.02 -0.01 0.0813
H -1.80731 -2.12938 -4.80676 -0.01 -0.01 0.01 0.0978
H -0.98128 -3.06206 -3.55959 0.02 -0.02 0.01 0.0482
O 1.86700 -0.35812 0.43539 0.17 0.55 0.21 -0.5581
As 3.19300 -0.32493 1.51272 0.03 -0.22 0.02 1.3328
C 3.36795 -2.07863 2.21790 -0.06 -0.03 -0.01 -0.2857
C 3.18207 -3.12332 1.32012 0.02 0.01 0.00 -0.0810
C 3.32686 -4.42838 1.75849 0.09 0.01 0.03 -0.0636
C 3.65468 -4.68111 3.08418 0.00 0.01 -0.02 -0.0441
C 3.84727 -3.63310 3.97399 -0.01 0.03 0.00 -0.0629
C 3.70515 -2.32138 3.54448 0.07 -0.01 0.00 -0.0956
C 4.72808 0.06236 0.45241 0.03 -0.07 -0.03 -0.3036
C 5.98553 0.00059 1.04840 0.00 0.00 -0.01 -0.0875
C 7.11288 0.23052 0.27799 0.00 0.01 -0.01 -0.0602
C 6.98121 0.51323 -1.07751 -0.01 0.00 0.01 -0.0594
C 5.72610 0.56375 -1.66561 0.02 0.00 0.02 -0.0720
C 4.59083 0.33125 -0.90061 -0.04 0.05 0.02 -0.0839
C 3.14211 0.96577 2.92094 -0.04 0.02 0.00 -0.2899
C 2.39284 0.72806 4.07146 -0.03 -0.08 -0.01 -0.0953
C 2.39778 1.66756 5.09116 0.00 0.00 -0.02 -0.0482
C 3.14383 2.83152 4.95970 0.01 0.00 -0.01 -0.0596
C 3.87835 3.07120 3.80511 -0.02 0.00 0.01 -0.0695
C 3.88142 2.13685 2.77939 -0.02 -0.02 0.02 -0.0891
H 2.91063 -2.91773 0.29148 0.02 0.01 0.04 0.0856
H 3.17450 -5.24533 1.06547 0.02 0.00 -0.02 0.1066
H 3.76291 -5.70182 3.42589 0.00 -0.01 0.00 0.1154
H 4.10837 -3.83514 5.00413 0.00 0.00 0.00 0.1134
H 3.86529 -1.50756 4.23900 -0.01 0.03 0.01 0.1012
H 6.08975 -0.23050 2.10299 0.00 0.00 0.00 0.1155
H 8.09403 0.18196 0.73043 0.00 0.00 0.00 0.1130
H 7.86534 0.68457 -1.67714 0.00 0.01 0.00 0.1121
H 5.62852 0.77064 -2.72359 0.00 0.01 0.00 0.1111
H 3.60677 0.33593 -1.34893 0.05 -0.03 0.02 0.0666
H 1.77226 -0.15985 4.15143 0.10 0.11 -0.02 0.0896
H 1.80623 1.49191 5.97905 -0.01 0.00 0.01 0.1217
H 3.15608 3.55423 5.76548 0.00 0.01 0.01 0.1099
H 4.46384 3.97639 3.70935 0.00 0.01 0.00 0.1072
H 4.46204 2.31626 1.88295 0.01 -0.01 0.00 0.1067
```
Forces are in eV/Å.

Output
- HOMO: -0.3817 Ha
- Kohn-Sham gap: 0.20189 Eh
- Lowest unoccupied orbital energy: -4.89 eV
- E_tot: -319968.4788 eV
- Energy relative to the best compared isomer or geometry (same formula, charge and spin): 0.0 kcal/mol
- Net charge: +2